Record 1
The following is a DFT calculation (wB97M-V/def2-TZVPD) of a molecular structure, C22H22AsF6N4O8Ru at a distorted geometry.

```
64
Properties=species:S:1:pos:R:3:mulliken_charge:R:1
O 4.939 2.739 0.515 -0.525
H -5.142 0.818 0.796 0.534
H -2.920 1.477 4.288 0.525
H -1.913 -0.094 5.931 0.442
N 0.612 1.962 0.622 0.717
C -0.627 -0.041 2.306 1.040
H -1.785 3.334 0.475 0.151
C -4.834 -0.207 0.949 -0.640
H 2.030 -4.371 0.862 0.372
O 1.725 -0.520 0.426 -0.421
O -0.975 -1.728 0.118 -0.887
C -0.527 -0.915 4.515 -0.932
F -2.608 1.583 -3.308 -0.457
C 1.985 1.808 0.543 -0.447
C -2.003 -2.594 0.099 -0.176
H 1.660 4.925 0.535 0.280
C -3.333 -2.044 0.556 0.177
N 0.938 -2.931 1.952 0.556
H -0.257 -4.653 1.671 0.409
C -1.627 0.837 2.703 0.250
O -1.840 -3.757 -0.144 -0.595
C 1.160 -1.833 2.949 -1.017
H -0.959 -3.432 2.753 0.351
Ru -0.421 0.152 0.284 1.222
As -1.097 1.125 -2.716 2.122
O 3.790 0.303 0.599 -0.842
H 4.629 1.799 0.539 0.431
H 2.704 -3.981 2.461 0.400
O -7.548 -1.224 2.946 -0.570
C -1.562 -0.074 4.907 -0.989
H -3.147 -0.094 -0.349 0.882
H -0.080 -1.578 5.247 0.451
O 4.064 4.789 0.507 -0.577
H 2.873 -2.827 1.112 0.262
H -2.047 1.550 1.998 0.385
C 2.579 0.450 0.508 0.943
C -5.277 -2.377 1.925 -0.629
H 1.448 -2.315 3.881 0.609
C 2.559 3.037 0.508 0.118
C -5.577 -1.037 1.765 0.232
N -6.705 -0.460 2.525 0.942
F -1.625 1.728 -1.040 -0.633
H -5.913 -3.000 2.536 0.527
C 3.951 3.590 0.502 0.494
C -4.142 -2.884 1.310 -0.934
F 0.404 0.629 -1.803 -0.626
C -2.118 0.810 4.000 -0.903
F -0.520 0.418 -4.123 -0.423
C 0.350 3.269 0.628 -0.051
O -6.692 0.748 2.689 -0.567
H -1.095 4.274 1.809 0.320
H 0.550 -2.515 1.101 0.159
C -0.954 3.965 0.770 -1.384
N 1.514 3.922 0.558 -0.022
F -0.365 2.638 -2.929 -0.469
C -0.030 -0.929 3.216 1.003
H 0.391 -4.443 3.314 0.399
C 2.228 -3.571 1.572 -0.841
C -3.702 -0.720 0.341 0.028
H -0.971 4.858 0.147 0.472
H 1.996 -1.243 2.593 0.291
F -1.720 -0.371 -2.076 -0.497
C -0.040 -3.933 2.455 -0.991
H -3.872 -3.925 1.425 0.554
```

Its charge is +1. The HOMO energy (alpha / beta) is -13.066 / -13.069 eV. The gap between HOMO and LUMO (alpha / beta) is 8.39 / 6.53 eV. Its spin multiplicity is 5.

Record 2
The following is a DFT calculation (wB97M-V/def2-TZVPD) of a molecular structure, C12H26F2O8SSi2.

```
51
Properties=species:S:1:pos:R:3:mulliken_charge:R:1
C 2.094 1.374 1.653 -0.715
H 3.112 -1.976 -0.965 -0.100
H 3.109 -4.646 -1.851 0.290
C -2.243 2.083 -3.903 -1.437
H 2.529 2.086 0.940 0.290
C 2.093 4.325 2.774 -1.014
C -1.950 1.353 -1.501 -0.732
H 2.873 -2.377 -2.681 0.136
Si -3.738 -1.037 0.699 0.167
H -5.734 -0.033 2.726 0.348
C 5.623 -2.924 -2.582 0.611
O -1.401 -2.163 -2.137 -0.552
O 6.688 -2.760 -3.079 -0.526
H 1.185 4.902 2.947 0.276
H -1.315 2.632 -4.070 0.348
H 4.157 -4.121 -0.513 0.288
C 3.534 -2.492 -1.822 0.309
C -4.961 -0.582 3.268 -1.314
O 5.043 -4.130 -2.371 -0.340
C -2.019 0.895 -2.970 -0.114
H 2.928 4.885 3.199 0.341
H 2.913 0.841 2.158 0.386
H -2.952 1.640 -1.166 0.490
H -5.427 -1.039 4.142 0.350
F -3.251 -2.232 3.068 -0.306
H -3.645 -2.157 -0.256 -0.104
Si -1.209 0.224 -0.238 -0.324
H -5.062 -2.449 2.204 0.217
H 2.244 4.245 1.697 0.285
H 1.068 -0.516 1.551 0.359
H -4.717 -0.051 0.184 -0.166
O 0.039 0.948 0.490 -0.112
O -2.248 -0.324 0.887 0.340
H -2.613 1.754 -4.875 0.392
O 4.812 -1.931 -2.144 -0.338
F 0.774 -1.106 -2.115 -0.193
C 1.264 0.348 0.914 -0.209
S -0.436 -1.660 -1.214 1.069
H -2.975 2.778 -3.485 0.324
H -2.839 0.185 -3.090 0.285
H 1.833 0.031 0.036 0.206
C 3.883 -3.945 -1.554 -0.348
C 1.990 2.946 3.412 -0.330
C -4.337 -1.644 2.382 0.387
H -4.199 0.115 3.619 0.309
H -1.334 2.258 -1.442 0.433
O 1.287 2.020 2.600 -0.255
H -1.095 0.392 -3.258 0.238
H 2.988 2.554 3.649 0.335
O 0.198 -2.522 -0.265 -0.577
H 1.436 3.003 4.350 0.299
```

Its charge is 0. The HOMO energy is -10.111 eV. The gap between HOMO and LUMO is 10.65 eV. Its spin multiplicity is 1.

Record 3
The following is a DFT calculation (wB97M-V/def2-TZVPD) of C5H6N4O2 in the gas phase at a distorted geometry.

```
17
Properties=species:S:1:pos:R:3:mulliken_charge:R:1
C 1.669 0.524 0.615 -0.366
O 3.496 -0.728 0.744 -0.594
C -1.073 -0.097 -0.059 0.579
N 2.767 -0.050 0.026 0.998
N -0.301 -1.203 0.038 0.126
H -3.296 0.090 -0.226 0.333
H 1.444 0.226 1.624 0.439
H 1.176 1.386 -1.202 0.315
H -1.222 1.892 0.176 0.263
H -3.092 -2.646 -0.219 0.446
C -2.427 -0.529 -0.137 -0.484
O 2.993 0.189 -1.160 -0.622
H 0.964 2.493 0.171 0.359
N -0.579 1.151 -0.062 -0.147
N -1.023 -2.251 -0.007 -0.772
C -2.322 -1.903 -0.167 -0.409
C 0.826 1.457 -0.155 -0.462
```

Its charge is 0. The HOMO energy (alpha / beta) is -8.838 / -9.258 eV. The gap between HOMO and LUMO (alpha / beta) is 6.99 / 7.25 eV. Its spin multiplicity is 1.

Record 4
The following is a DFT calculation (wB97M-V/def2-TZVPD) of a molecular structure, C35H22F15GeN2OPSScSe2.

```
81
Properties=species:S:1:pos:R:3:mulliken_charge:R:1
C -5.881 -1.019 2.795 -0.051
F -7.052 5.378 -0.680 -0.285
C 6.019 2.104 2.740 -0.432
C 4.756 2.292 0.705 -0.245
H 2.882 6.859 -0.437 0.412
Ge -3.892 0.196 -0.704 0.651
Se 0.313 2.169 1.889 -0.506
F -4.768 -2.894 -0.272 -0.431
C -5.180 4.126 -0.025 -0.300
F -8.023 3.283 -2.083 -0.281
C -4.665 -0.882 -3.252 0.247
C 3.619 1.991 2.814 -0.495
C 2.002 3.596 -0.525 0.627
Se 1.978 0.319 -0.703 -0.417
H 2.509 -5.169 1.395 0.336
F -5.736 -3.987 -4.714 -0.292
F -6.428 -0.621 0.566 -0.404
S -1.834 0.544 -1.358 -0.288
C -3.610 -0.787 3.507 -0.156
F -1.946 -0.167 2.016 0.004
H 6.891 2.383 0.797 0.417
H 2.119 -4.638 -0.255 0.425
H 3.015 4.819 0.933 0.410
N 1.412 -3.359 1.259 0.180
C 4.845 1.967 3.466 -0.684
H 4.725 2.421 -0.371 0.393
F -7.147 -1.297 3.062 -0.273
C 0.271 -3.066 0.618 0.441
C -6.869 3.168 -1.435 0.035
H 0.840 4.681 -3.509 0.436
F -5.279 -1.414 5.031 -0.284
H -1.535 -4.230 -1.831 0.459
H 0.239 -5.923 -0.717 0.322
H 2.578 -2.989 2.934 0.404
C 2.461 5.935 -0.809 -0.714
F -4.360 0.359 -3.652 -0.365
C 5.975 2.269 1.360 -0.739
F -4.711 5.152 0.678 -0.279
C -4.566 -1.196 -1.906 0.073
H 6.973 2.088 3.250 0.410
P 2.021 2.138 0.526 1.098
H 1.796 6.795 -2.656 0.404
C -4.954 1.831 -0.799 0.343
C -5.264 -3.446 -2.481 0.304
C 1.387 3.557 -1.772 -0.319
C -4.870 -2.497 -1.556 0.248
C -4.174 -0.381 1.170 0.028
C -5.064 -1.795 -4.209 0.116
H 4.880 1.848 4.540 0.419
F -5.151 -1.450 -5.487 -0.278
H 1.079 -2.062 2.882 0.286
H 0.233 -5.609 1.033 0.392
C -4.499 2.927 -0.076 0.107
F -6.682 0.962 -2.152 -0.334
C -6.376 4.242 -0.715 0.776
C -1.457 -3.533 -0.999 -1.218
C -5.364 -3.090 -3.815 0.654
F -5.531 -4.693 -2.099 -0.306
C 1.314 4.710 -2.537 -0.776
F -3.361 2.817 0.629 -0.221
H 2.701 1.893 3.380 0.332
H 2.443 -1.599 1.836 0.345
C -6.159 1.982 -1.464 0.386
H 3.356 -3.794 0.666 0.419
C -4.931 -1.079 3.802 0.763
C 3.576 2.151 1.435 0.409
C -0.274 -5.407 0.094 -1.209
C -3.281 -0.448 2.212 -0.419
H 0.975 2.628 -2.147 0.226
C 2.536 4.787 -0.038 -0.434
F -2.677 -0.836 4.454 -0.294
C 1.851 5.896 -2.056 -0.451
N -0.352 -3.968 -0.146 0.228
Sc -0.326 0.087 0.458 0.757
H -1.290 -5.794 0.165 0.411
O -0.233 -1.899 0.734 -0.011
C 2.396 -4.305 0.740 -1.264
H -1.274 -2.535 -1.390 0.177
H -2.397 -3.531 -0.443 0.510
C -5.487 -0.672 1.516 0.759
C 1.904 -2.438 2.282 -1.127
```

Its charge is +1. The HOMO energy is -11.493 eV. The gap between HOMO and LUMO is 8.97 eV. Its spin multiplicity is 1.

Record 5
The following is a DFT calculation (wB97M-V/def2-TZVPD) of a molecular structure, C43H32F5O2P3PtS3.

```
89
Properties=species:S:1:pos:R:3:mulliken_charge:R:1
H -2.832 -1.887 -3.501 0.532
H -6.201 0.271 -1.969 0.480
C 4.740 -2.272 -0.289 -0.166
H -1.310 -0.229 -2.503 0.736
C -1.744 6.053 -3.055 -0.564
C -0.730 0.334 5.448 -0.832
C 4.243 1.290 -0.166 0.774
H -5.278 -1.624 -3.255 0.447
H 2.637 2.529 -0.898 0.361
H 3.770 -1.148 2.781 0.439
C 5.098 -2.796 2.426 -0.902
C 4.106 -1.488 0.679 0.763
C -1.828 2.436 3.991 -0.449
C -1.756 3.648 -1.686 0.813
O -1.587 -0.323 1.146 0.399
H 6.046 -3.933 -0.627 0.491
F -0.163 -2.741 -2.305 -0.192
C -4.081 0.286 1.883 0.457
C 5.730 -3.576 1.469 -0.444
C -0.634 4.016 -2.427 -0.463
H -1.453 3.635 5.724 0.434
H -6.059 -2.300 0.974 0.469
H 0.223 3.357 -2.470 0.301
C -2.900 0.923 -1.608 1.271
C -0.634 5.222 -3.111 -0.676
S 1.920 -0.465 -1.458 -0.398
H 5.237 -3.008 3.477 0.434
F 2.472 -4.368 1.257 -0.457
C -6.722 -0.524 1.978 -0.562
C -4.609 -0.911 -2.792 -0.655
H 4.600 -2.069 -1.345 0.507
H -1.740 6.992 -3.590 0.411
C -2.381 -0.140 -2.348 -0.627
C -5.770 -1.344 1.391 -0.747
C -1.185 0.108 4.159 -0.616
C -0.829 1.601 6.008 -0.500
C 3.697 2.473 -0.676 -0.412
C -2.294 2.352 0.850 -1.004
S 0.181 -2.562 0.674 -0.279
F 3.061 -6.038 -3.061 -0.276
H -1.118 -0.882 3.723 0.387
H -2.253 3.262 3.434 0.398
H 6.522 4.321 -0.780 0.403
C 5.553 -3.316 0.113 -0.896
H 7.477 2.233 0.121 0.439
C 4.278 -1.748 2.036 -0.297
H -3.696 -1.570 0.871 0.360
F 3.725 -6.027 -0.437 -0.337
H 6.363 -4.396 1.777 0.428
C -6.357 0.701 2.526 -0.798
H -3.727 6.335 -2.280 0.439
H -3.260 2.862 0.878 0.753
H 0.231 5.512 -3.691 0.453
P -2.381 0.805 1.809 0.443
H -4.702 1.887 -0.900 0.248
O -0.341 1.502 -0.848 -0.476
H -3.756 4.202 -1.070 0.217
C -4.280 1.070 -1.473 -0.370
H -1.544 3.017 1.287 0.661
C 4.521 3.559 -0.892 -0.741
C 1.106 -3.514 -0.467 0.781
C -2.873 4.482 -1.634 -0.439
H -4.752 2.050 2.941 0.434
C 6.421 2.295 -0.098 -0.773
C 1.431 -4.393 -2.704 -0.052
C -5.035 1.107 2.487 -0.708
C -5.131 0.155 -2.071 -0.656
H 4.112 4.480 -1.286 0.455
P 3.164 -0.085 0.128 0.630
C 2.115 -4.364 -0.021 0.292
C -4.443 -0.942 1.337 -0.053
C -3.236 -1.062 -2.930 -0.899
C 2.430 -5.235 -2.228 0.761
H -7.755 -0.842 2.019 0.439
C 0.779 -3.559 -1.823 -0.238
C 5.604 1.198 0.128 -0.614
H -0.306 -0.480 6.020 0.457
F 1.116 -4.397 -3.991 -0.285
Pt 0.100 -0.426 -0.047 2.051
C 5.880 3.468 -0.605 -0.511
H -0.479 1.772 7.017 0.438
C -1.377 2.651 5.283 -0.846
P -1.757 2.074 -0.861 -0.407
C -1.730 1.163 3.427 0.928
H 6.023 0.283 0.525 0.367
S 1.629 0.392 1.434 -0.424
C 2.769 -5.226 -0.885 0.163
H -7.101 1.331 2.995 0.454
C -2.863 5.685 -2.318 -0.751
```

Its charge is +2. The HOMO energy (alpha / beta) is -13.632 / -13.633 eV. The gap between HOMO and LUMO (alpha / beta) is 6.12 / 6.12 eV. Its spin multiplicity is 1.

Record 6
The following is a DFT calculation (wB97M-V/def2-TZVPD) of a molecular structure, C17H59N20O12Pt at a distorted geometry.

```
109
Properties=species:S:1:pos:R:3:mulliken_charge:R:1
H 1.886 3.771 1.255 0.474
H 4.075 2.543 -1.247 0.296
N 2.131 -2.194 0.428 0.151
H -2.909 -2.123 7.317 0.368
C 0.881 -2.380 0.986 0.289
C 2.645 1.847 0.421 1.527
N 2.625 -1.895 -2.677 -0.089
O -3.287 -2.606 -4.819 -0.689
C -3.894 3.371 -3.113 0.511
C -1.787 -0.987 5.302 -0.921
H -0.040 -2.449 2.792 0.102
H 7.522 -1.775 -1.553 0.207
Pt 0.298 0.222 -0.903 2.858
N 2.818 1.044 -3.951 -0.128
N -3.940 -0.426 -1.308 -0.253
O 0.214 2.082 -1.894 -0.689
H 2.972 0.018 -0.358 -0.275
H 5.026 -3.863 -0.515 0.252
N -6.978 2.020 -0.150 -0.352
N 0.183 -2.210 5.945 -0.553
C 3.329 2.323 -4.134 0.341
C -2.105 -0.126 3.085 -0.388
H 1.336 1.383 3.198 0.051
H 6.583 -3.841 -1.087 0.227
O -4.953 3.705 -3.571 -0.643
C -1.272 -2.287 5.878 0.571
H -4.394 3.355 -1.174 0.147
H 4.738 1.838 0.178 0.380
N -2.774 3.145 -3.801 -0.190
O 3.525 -0.138 2.920 -0.604
C -0.749 3.365 1.461 -0.899
H -4.611 -1.156 -1.371 0.216
H -0.431 4.054 2.276 0.362
H 1.666 -3.374 -4.724 0.271
H 2.335 1.205 -1.379 -0.034
H -1.003 -1.962 -6.887 0.229
H -3.202 -0.239 3.172 0.288
H -7.973 2.051 0.071 0.182
C 5.604 -2.010 -0.898 0.414
H 2.413 4.048 -4.193 0.305
N -1.998 -0.841 -4.847 -0.168
C 2.836 0.134 3.910 0.650
H 3.705 -1.058 5.067 0.267
H 3.134 -2.772 -2.765 0.184
N 6.790 -1.271 -1.094 -0.522
H 1.276 3.259 -0.339 0.473
N 5.712 -3.346 -1.043 -0.432
C 1.357 -1.820 -3.309 0.107
H 1.620 3.004 -3.066 0.008
H -6.737 2.582 -0.952 0.194
H 1.623 1.367 4.925 0.247
O 4.538 -1.428 -0.677 -0.554
H -1.228 -2.250 -1.375 0.080
O -0.128 -2.522 0.264 -0.653
O 0.300 2.384 1.221 0.177
C -6.087 1.533 0.803 0.455
H -1.849 -0.282 2.003 -0.152
H 1.694 -2.860 2.916 0.203
O -1.448 -1.096 3.853 -0.008
H -1.273 -0.123 5.741 0.305
H 2.362 -2.354 -0.537 -0.045
C -2.314 -2.023 -5.333 0.565
H -0.771 2.017 -1.779 -0.229
C 1.536 2.885 0.643 -1.610
H -1.921 -3.313 -6.785 0.256
H -1.934 2.925 -3.310 0.088
N -3.651 3.111 -1.765 -0.247
H 0.513 -2.318 4.974 0.091
H 4.004 3.428 0.245 0.460
N 2.518 3.306 -3.476 -0.342
O 0.573 -0.878 -3.148 -0.566
H -2.653 -0.337 -4.280 0.097
H 3.363 0.415 -4.521 0.217
N 0.891 -2.528 2.364 -0.203
N -6.646 1.103 1.931 -0.406
H -7.611 1.367 2.104 0.162
H -1.185 3.857 0.573 0.326
H -2.896 -1.073 5.387 0.401
H -1.748 0.900 3.353 0.226
O 4.406 2.656 -4.611 -0.647
H -4.087 0.391 -0.721 -0.064
N -2.204 -2.081 -1.260 -0.102
H -1.334 -2.054 8.046 0.413
H 3.062 -1.069 -2.334 0.127
H 2.870 -1.987 1.054 0.082
H -2.637 3.282 -4.761 0.200
C -2.637 -0.843 -1.329 0.138
H -1.678 2.911 1.892 0.155
H -1.536 -3.038 5.105 0.245
N -1.483 -2.600 -6.245 -0.460
H 0.509 -3.040 6.438 0.259
H 1.835 0.928 -3.863 0.006
H -1.838 -3.572 7.555 0.385
H -3.089 2.294 -1.523 0.063
C 3.927 2.462 -0.202 -1.569
H 2.098 -0.587 5.681 0.186
O -1.814 0.087 -1.131 -0.418
H 6.785 -0.302 -1.432 0.250
N 1.821 1.031 4.013 -0.227
H -1.358 -0.224 -5.335 0.142
C -1.892 -2.531 7.248 -1.528
H -6.128 0.787 2.710 0.195
H -2.725 -2.804 -1.740 0.321
N 2.943 -0.423 5.077 -0.537
O -4.901 1.473 0.656 -0.558
N 1.000 -2.948 -4.101 -0.517
N 2.254 0.736 -0.466 0.168
H 2.925 1.468 1.386 -0.334
H 0.137 -2.836 -4.657 0.211
```

Its charge is +1. The HOMO energy (alpha / beta) is -9.862 / -11.201 eV. The gap between HOMO and LUMO (alpha / beta) is 7.91 / 7.91 eV. Its spin multiplicity is 3.